# C2H9N3O

2 unconnected molecules or ions with the total composition C2H9N3O in a non-equilibrium geometry (ωB97M-V/def2-TZVPD, the OMol25 dataset).

Summary:
- calculated total energy (a.u.) = -320.76229
- spin multiplicity = 2
- relative energy (zero: lowest compared OMol25 entry of this formula, charge and spin) (kJ/mol) = 141.24
- ⟨S²⟩ = 0.784
- HOMO-LUMO gap (spin up / spin down) (eV) = 9.6 / 5.4
- total charge = +1
- highest occupied orbital energy (spin up / spin down) (eV) = -13.97 / -13.93

Each atom is followed by the atoms it is bonded to, with distances in Å.
CARTESIAN COORDINATES (ANGSTROEM)
1 N 0.7218 -0.1037 -1.5709  C2 1.313, H5 1.022
2 C 1.2439 -1.2049 -1.0830  N1 1.313, N3 1.325, H6 1.083
3 N 0.8995 -1.5624 0.1461  C2 1.325, H7 1.017, H8 1.056
4 H -0.9437 0.7484 -0.7872  O11 0.971
5 H 0.9364 -0.0744 -2.5693  N1 1.022
6 H 2.1294 -1.6400 -1.5300  C2 1.083
7 H 0.9365 -2.5366 0.4337  N3 1.017
8 H 0.2243 -0.9266 0.6516  N3 1.056
9 N -0.7162 0.0260 1.4660  C10 1.476, H12 0.995, H13 1.016
10 C -0.7372 1.4222 0.9868  N9 1.476, O11 1.356, H14 1.098, H15 1.100
11 O -1.2528 1.5056 -0.2642  H4 0.971, C10 1.356
12 H -0.4411 0.0162 2.4221  N9 0.995
13 H -1.6146 -0.4476 1.4303  N9 1.016
14 H 0.2819 1.8305 1.0185  C10 1.098
15 H -1.3014 1.9682 1.7570  C10 1.100